[1]
66
Properties=species:S:1:pos:R:3 method="wB97M-V/def2-TZVPD" charge=-1 de_lowest_kcal_mol=25.1 homo_lumo_gap_ev=7.6
C -2.75 4.26 0.17
C -2.08 -0.90 -2.80
O 7.12 0.16 -0.91
O 5.34 2.08 -0.98
C -0.71 3.05 0.71
H -3.24 5.06 -0.37
H -5.53 -0.55 0.50
C -4.27 -1.20 -1.11
O -0.36 0.66 -3.93
C -1.47 2.19 1.53
O -0.82 -1.58 -4.95
H -3.44 0.45 -0.02
H -2.36 0.60 3.62
H -4.57 3.55 1.09
Ir 1.76 1.41 0.86
N 0.60 -1.35 -2.92
O 7.20 -1.95 -0.25
N 0.37 0.63 2.09
N 3.30 -1.35 1.14
C 0.61 -2.77 -2.57
O 0.57 -1.05 -0.11
H 2.97 3.15 4.05
H -1.07 -2.81 -1.21
S -0.63 -0.74 -3.80
C 2.19 2.83 3.34
H 6.49 0.94 -0.91
N 3.20 -0.06 0.80
H 4.78 -2.85 0.91
C -1.40 4.08 0.03
O 0.58 2.98 0.53
H -6.38 -1.46 -0.76
C 4.32 0.30 0.21
H -3.45 1.73 2.27
O 1.02 3.09 3.50
H -5.34 -2.30 0.39
H 0.79 -0.75 -2.12
C -4.10 -2.03 -2.22
H -4.84 -2.80 -2.43
C 4.50 -1.82 0.77
O 1.27 -2.94 0.82
H 0.09 -3.32 -3.36
C 0.56 -0.41 2.98
C -2.86 2.40 1.65
H -0.80 4.73 -0.60
C -0.58 -0.56 3.71
C 4.33 1.67 -0.40
C 5.22 -0.78 0.18
H 1.47 -0.96 3.03
H -1.49 0.72 -1.50
C -3.32 -0.21 -0.87
C -0.85 1.11 2.26
H -0.83 -1.25 4.49
H 1.65 -3.10 -2.58
C -2.23 -0.05 -1.70
O 2.76 2.14 2.39
C -3.50 3.42 0.99
H 2.43 -1.94 1.29
C -3.01 -1.88 -3.06
O 3.22 2.29 -0.31
C 6.60 -0.91 -0.35
C 0.67 -2.30 -0.08
N -1.45 0.39 3.24
C -5.45 -1.39 -0.19
H 0.08 -4.14 -1.00
C -0.01 -3.08 -1.20
H -2.88 -2.52 -3.93

---

[2]
64
Properties=species:S:1:pos:R:3 method="wB97M-V/def2-TZVPD" charge=-1 de_lowest_kcal_mol=15.6 homo_lumo_gap_ev="7.1 / 7.3" spin_multiplicity=5
S 14.02 12.33 11.02
O 8.33 12.61 10.96
H 9.87 8.77 8.29
C 12.00 15.57 8.54
Mn 11.85 11.40 8.71
O 10.47 12.19 9.84
C 12.95 14.71 7.99
C 12.47 14.67 10.75
C 13.58 13.75 8.79
H 11.34 10.94 12.01
H 14.24 13.08 8.36
H 14.12 5.95 11.24
H 9.19 9.76 5.69
O 13.37 10.93 7.66
H 13.37 14.75 6.98
H 9.81 10.83 13.04
C 8.43 10.16 6.37
O 9.74 13.80 6.98
N 11.64 9.29 9.16
H 15.16 10.24 11.73
C 12.64 8.82 9.89
C 13.50 9.80 10.53
C 14.80 8.05 11.61
N 11.20 11.73 6.90
H 12.49 5.50 9.38
H 11.62 10.26 5.37
C 6.42 9.67 7.58
H 10.43 12.54 12.70
C 11.09 6.94 8.63
O 13.53 12.38 12.37
C 5.26 8.82 7.96
C 13.32 10.81 6.39
H 15.51 7.85 12.35
C 7.42 9.30 6.71
O 14.31 10.46 5.76
C 13.33 13.70 10.19
C 10.80 8.35 8.65
H 5.55 7.97 8.62
C 12.03 11.17 5.78
C 12.17 6.51 9.42
C 6.50 10.92 8.16
C 14.00 7.06 11.02
O 9.82 12.27 4.90
H 7.74 12.75 8.25
C 12.94 7.43 10.13
H 12.26 14.73 11.85
H 7.38 8.45 6.01
S 9.39 11.63 10.78
C 7.56 11.78 7.84
H 5.79 11.22 8.91
O 8.85 10.36 10.33
H 12.28 11.84 4.97
C 8.51 11.47 6.93
C 11.77 15.55 9.91
H 11.50 16.17 7.80
O 15.43 12.32 10.77
H 4.48 9.40 8.42
H 4.90 8.30 7.08
N 13.23 11.13 10.21
S 9.87 12.43 6.36
H 10.42 6.31 8.05
C 10.37 11.45 12.29
C 14.58 9.42 11.31
H 10.95 16.16 10.36

---

[3]
53
Properties=species:S:1:pos:R:3 method="wB97M-V/def2-TZVPD" charge=0 de_lowest_kcal_mol=36.3 smiles="CC1(C)OC(=O)C(Cc2ccc(C#N)cc2)([C@@]2(c3ccccc3)C=CCC2)C(=O)O1" homo_lumo_gap_ev=9.6
C 1.90 0.77 -2.58
H -0.53 -1.03 -1.44
H 2.26 1.50 -1.86
H -1.05 4.69 -1.46
C -2.45 0.78 -1.25
H 0.76 3.21 -0.97
C -0.38 -0.72 1.89
C 0.94 -1.14 -4.38
H -2.98 0.87 1.45
H -3.44 4.37 -0.96
C -0.84 -1.37 3.02
H -2.15 1.41 -3.63
C 0.05 -0.22 -3.81
H -4.91 3.75 -0.18
C -1.91 -2.27 2.94
C -3.84 3.92 -0.05
C -3.13 2.61 0.20
O -2.87 -0.23 -1.77
H -3.40 2.37 2.32
O -3.31 1.81 -0.99
C -0.40 1.73 -2.23
C -1.56 2.16 -3.10
C 2.30 -1.11 -4.06
N -2.71 -3.51 5.08
C -0.98 1.03 -0.98
C -1.69 3.50 -3.16
H 0.46 -0.03 1.96
C -0.82 1.94 0.22
C -2.52 -2.50 1.70
H -2.54 -2.01 -0.40
C 0.34 3.09 -1.98
O 0.15 1.92 0.95
H -0.35 -1.18 3.98
H -3.35 -3.21 1.61
H 0.70 -0.20 -0.45
C -0.64 4.22 -2.37
H 1.17 3.12 -2.69
H -4.63 1.55 1.30
O -1.73 2.96 0.34
C -0.37 -0.34 -0.61
C -2.35 -2.96 4.11
C -2.06 -1.84 0.56
H -2.48 4.05 -3.68
H -1.02 -0.27 -4.01
C -3.57 1.79 1.41
H -0.15 5.01 -2.94
H 3.84 -0.10 -2.90
H 2.99 -1.82 -4.51
C -0.99 -0.93 0.64
H -3.67 4.60 0.79
C 0.54 0.74 -2.92
C 2.78 -0.15 -3.16
H 0.56 -1.86 -5.10

---

[4]
66
Properties=species:S:1:pos:R:3 method="wB97M-V/def2-TZVPD" charge=+2 homo_lumo_gap_ev=5.9
C -4.77 1.64 -1.78
C -0.35 3.24 -2.05
H 3.07 -4.87 -2.20
W -0.15 -1.60 -0.99
H 1.05 -4.10 3.04
H 1.94 2.28 0.29
C 1.63 -3.70 2.22
S 1.90 -2.86 -2.05
H 4.12 -1.04 0.35
C 3.35 -2.12 -1.31
C -0.53 1.55 1.99
H -0.25 0.61 5.25
H -1.36 3.05 -2.39
C 0.20 2.53 -0.99
C -0.47 2.94 2.17
C 2.23 3.83 -1.15
H -3.27 1.66 1.79
Se -3.37 -3.68 -1.40
H 3.57 -1.24 -1.91
H -0.55 -0.35 3.00
H 2.02 -6.12 -0.20
C 1.74 0.40 -2.46
S 0.85 -4.25 0.69
C 3.36 -1.80 0.17
Se -2.80 -3.82 0.83
H 3.22 4.09 -0.82
H 0.86 -1.79 2.91
C -2.86 1.41 -0.32
C 1.72 -2.17 2.38
S 1.82 -1.18 0.88
C 2.13 -4.61 -1.71
C 0.38 4.24 -2.67
C -5.55 1.85 -0.66
C 2.17 -5.05 -0.24
F -0.61 -0.87 -3.38
F -2.81 -1.14 -3.16
H 2.60 -1.89 2.97
C -0.31 1.24 4.37
H -0.28 4.55 3.60
H 2.62 -4.16 2.29
C -0.33 3.48 3.44
C -3.42 1.42 -1.60
H -0.54 3.62 1.33
H -0.03 4.82 -3.49
H 3.64 -2.68 0.75
Se -1.60 -1.83 1.00
Sb -0.85 1.04 -0.01
H -5.69 2.05 1.47
H 1.34 -5.12 -2.26
H -5.23 1.65 -2.76
Se -1.18 -3.55 -2.15
C 1.65 4.51 -2.21
C -5.04 1.87 0.63
H 3.14 -4.83 0.20
C -0.24 2.62 4.51
C -0.46 0.72 3.10
S 2.57 1.28 -3.45
F -0.10 3.13 5.73
C -3.68 1.65 0.79
H -2.82 1.27 -2.49
F 2.36 5.47 -2.80
C 1.49 2.82 -0.55
F -6.86 2.06 -0.82
H 4.16 -2.83 -1.53
N 1.17 -0.31 -1.68
B -1.67 -1.01 -2.52

---

[5]
59
Properties=species:S:1:pos:R:3 method="wB97M-V/def2-TZVPD" charge=-1 de_lowest_kcal_mol=0.0 homo_lumo_gap_ev="6.3 / 6.3" spin_multiplicity=6
H -2.57 -2.75 0.47
H -3.59 3.78 -3.93
H -2.51 -2.47 -3.27
C 4.96 3.61 4.77
C 4.36 2.16 2.94
H 0.00 -2.40 -2.98
H -2.16 3.83 -2.90
H -1.44 3.04 -0.89
H 3.75 3.42 6.54
C -1.44 -2.38 -1.36
H -5.24 1.97 -3.74
C -2.58 -2.87 -2.25
Sm 2.25 -0.59 1.40
C 1.55 -5.25 1.99
C 3.16 -4.96 -0.22
C 3.00 -3.84 0.68
H -4.81 2.31 -0.72
H -0.12 -3.93 -2.09
H 2.30 1.65 5.60
O 4.05 0.91 0.93
O 0.51 -0.86 0.16
C 3.30 1.59 3.70
Br 0.85 2.01 0.65
C -1.61 -3.04 0.02
H -5.04 0.62 -2.62
C 2.21 -3.98 1.78
C -4.32 2.98 -1.42
N 1.00 -6.25 2.20
H -1.62 -4.13 -0.09
H -0.81 -2.77 0.70
C -0.45 -0.21 -0.45
C 3.11 2.08 5.02
H -3.56 -2.61 -1.85
C 5.17 3.17 3.50
C -0.12 -2.84 -1.99
C -3.52 2.18 -2.46
H 5.98 3.59 2.90
C -1.47 1.96 -1.00
H -3.67 3.64 -0.85
H 5.50 2.27 1.12
H 0.74 -2.56 -1.38
S 3.90 -2.40 0.23
C 3.91 3.06 5.53
H -3.17 -0.56 -2.42
N 3.29 -5.83 -0.96
H -4.00 0.75 -4.04
C -4.50 1.32 -3.26
H -2.53 -3.96 -2.32
Cl 5.96 4.86 5.46
H -5.08 3.60 -1.91
C -2.85 3.16 -3.43
C -0.52 1.18 -0.38
S 1.91 -2.77 3.01
C 4.65 1.76 1.60
C -2.41 -0.06 -1.84
H -2.27 2.62 -4.18
O 2.54 0.67 3.23
C -2.46 1.34 -1.76
C -1.45 -0.85 -1.22

---

[6]
57
Properties=species:S:1:pos:R:3 method="wB97M-V/def2-TZVPD" charge=+3 de_lowest_kcal_mol=0.2 homo_lumo_gap_ev=7.0
H 5.11 -3.62 1.78
C 5.86 -2.02 0.56
I 0.86 -3.74 -0.25
C 1.29 2.33 2.02
H 6.85 -2.45 0.47
C 2.24 3.63 -0.25
C 2.78 -2.61 -2.36
C 1.72 -0.74 3.76
H -1.58 -0.31 1.21
H 1.87 5.44 0.83
C 1.82 4.36 0.86
C 4.40 -4.83 -2.45
C -0.92 -1.66 3.69
C 3.87 -2.61 -3.22
H -0.68 -2.01 5.78
C 3.34 -0.89 0.81
H 2.61 4.14 -1.13
C 2.19 2.25 -0.23
C -0.21 -1.65 4.88
H 5.03 -5.71 -2.48
H 2.87 -2.63 2.01
H -1.69 -1.93 1.22
H -3.11 2.11 -1.27
C 1.10 -1.19 4.92
H -3.86 1.27 -2.58
H 2.51 1.69 -1.10
H 3.10 -5.68 -0.97
N -3.09 1.34 -1.92
C 5.59 -0.79 -0.03
H 4.16 0.76 -0.33
H 5.54 -3.75 -3.92
H 4.09 -1.76 -3.85
C 4.34 -0.22 0.10
C 4.68 -3.74 -3.25
H 2.74 -0.39 3.79
C 3.31 -4.82 -1.59
P 1.72 -0.18 1.02
C -2.06 0.53 -1.97
Br 1.68 -1.04 -2.42
H 1.65 -1.19 5.85
C 1.34 3.71 1.99
Rh 0.23 -1.14 -0.41
C 4.88 -2.68 1.29
H 0.92 1.83 2.91
N -1.02 -1.16 1.26
H -2.89 -0.77 -3.30
H 1.01 4.28 2.84
C 1.73 1.59 0.92
H 6.37 -0.27 -0.57
C 3.62 -2.12 1.42
N -2.08 -0.55 -2.74
C 2.49 -3.70 -1.55
H -1.22 -1.01 -3.00
H -1.95 -2.01 3.67
S -0.68 0.95 -0.97
C 1.01 -0.75 2.56
C -0.30 -1.20 2.54